{
  "formula": "C8H12N2O2",
  "method": "wB97M-V/def2-TZVPD",
  "species": ["C", "C", "C", "N", "N", "C", "H", "H", "H", "H", "C", "C", "O", "C", "O", "C", "H", "H", "H", "H", "H", "H", "H", "H"],
  "xyz": [[1.212, -2.680, -1.530], [0.973, -1.468, -1.518], [0.770, -0.052, -1.395], [-0.024, 0.670, -2.087], [-0.740, -0.064, -3.044], [-1.506, 0.695, -3.710], [1.388, -3.697, -1.582], [1.364, 0.476, -0.685], [-2.121, 0.251, -4.482], [-1.570, 1.772, -3.534], [-1.133, 1.854, 2.527], [0.160, 2.163, 2.484], [1.196, 1.388, 2.061], [0.933, 0.036, 1.856], [0.208, -0.136, 0.672], [-0.072, -1.494, 0.428], [-1.523, 0.917, 2.145], [-1.840, 2.577, 2.925], [0.541, 3.133, 2.811], [1.903, -0.464, 1.780], [0.365, -0.367, 2.703], [-0.653, -1.906, 1.232], [-0.673, -1.567, -0.460], [0.842, -2.037, 0.402]],
  "forces_ev_per_a": [[-0.188, 4.800, -1.531], [2.283, -3.764, -2.689], [0.878, 0.899, -2.016], [0.270, -0.240, -0.132], [-0.384, 0.134, 0.101], [-0.078, 0.004, -0.061], [0.229, -1.299, -0.005], [0.750, 0.234, -0.579], [0.006, -0.067, -0.064], [0.086, -0.153, 0.063], [0.095, -0.027, -0.025], [-0.301, 0.504, 0.232], [0.121, -0.195, -0.160], [-0.018, 0.052, 0.237], [-1.192, -0.028, 1.799], [-1.798, 0.098, 3.223], [0.052, 0.126, 0.076], [0.227, -0.129, -0.091], [-0.149, -0.321, -0.109], [0.088, -0.001, 0.013], [-0.023, -0.064, 0.065], [-0.723, -0.152, 0.905], [-0.290, -0.096, 0.278], [0.059, -0.316, 0.472]],
  "mulliken_charge": [0.10, -0.34, -0.24, -0.25, -0.40, -0.29, 0.45, 0.36, 0.27, 0.31, -0.69, 0.00, -0.39, -0.56, -0.17, -1.14, 0.24, 0.27, 0.35, 0.37, 0.54, 0.39, 0.45, 0.36],
  "smiles": "C#C/C=N\\N=C.C=COCOC",
  "charge": 0,
  "e_lumo_ha": 0.0124
}

{
  "formula": "C8H12N2O2",
  "method": "wB97M-V/def2-TZVPD",
  "species": ["C", "C", "C", "C", "C", "C", "C", "C", "H", "H", "H", "H", "H", "H", "H", "H", "H", "H", "H", "H", "N", "N", "O", "O"],
  "xyz": [[-1.717, -0.312, -1.395], [-0.630, -1.364, 0.426], [0.058, -0.147, 0.053], [1.464, -0.804, 0.034], [2.706, 0.355, 0.165], [1.998, 1.865, 0.187], [0.940, 1.987, 1.218], [0.005, 0.750, 1.373], [-2.020, -2.386, -0.896], [1.546, -1.572, 0.870], [1.653, -1.505, -0.836], [3.130, 0.266, 1.236], [3.441, 0.207, -0.793], [1.379, 1.880, -0.764], [2.603, 2.639, 0.284], [1.329, 2.212, 2.217], [0.406, 2.925, 1.025], [-0.937, 1.117, 1.584], [0.465, -0.168, 1.965], [-0.957, 1.673, -0.824], [-1.730, -1.299, -0.418], [-0.440, 0.303, -1.326], [-2.583, 0.274, -2.055], [-0.641, -2.062, 1.401]],
  "forces_ev_per_a": [[-0.525, 3.896, -0.897], [-4.311, 0.985, 0.074], [3.305, 0.145, 0.347], [3.435, 0.798, -0.199], [-1.259, 0.284, -0.285], [-2.881, -6.222, -2.562], [-0.623, -0.281, 2.030], [3.973, -1.977, -2.133], [0.346, 4.229, 2.322], [-0.034, 1.469, -0.591], [-0.442, 1.302, 0.376], [0.069, -0.264, -2.048], [-1.530, 0.518, 2.858], [1.349, 0.405, 0.563], [3.247, 3.249, -0.078], [0.354, -0.251, 0.056], [-0.490, -0.348, -0.255], [-2.197, -0.108, 0.863], [-1.266, 2.816, 0.248], [1.868, -4.246, -2.273], [-3.244, -7.057, -4.135], [-1.061, 4.436, 4.681], [0.781, -3.061, 1.159], [1.137, -0.719, -0.120]],
  "mulliken_charge": [0.44, -0.11, 1.14, -1.11, -0.58, -0.83, -0.68, -0.71, 0.37, 0.33, 0.39, 0.30, 0.28, 0.26, 0.57, 0.38, 0.35, 0.47, 0.34, 0.38, -0.22, -0.62, -0.58, -0.57],
  "charge": 0,
  "e_lumo_ha": -0.0206
}

{
  "formula": "C8H12N2O3",
  "method": "wB97M-V/def2-TZVPD",
  "species": ["C", "C", "O", "C", "C", "C", "C", "C", "C", "N", "N", "O", "O", "H", "H", "H", "H", "H", "H", "H", "H", "H", "H", "H", "H"],
  "xyz": [[-0.384, 2.714, 1.483], [0.369, 1.652, 0.739], [1.574, 1.638, 0.772], [-0.425, 0.606, 0.054], [0.212, -0.773, -0.273], [0.916, -1.385, 0.941], [-0.904, -1.699, -0.699], [1.287, -0.826, -1.484], [1.879, 0.297, -1.921], [2.431, 1.313, -2.351], [2.809, 2.712, -2.661], [2.244, 3.456, -1.981], [3.602, 2.800, -3.525], [-0.743, 3.420, 0.759], [0.275, 3.169, 2.120], [-1.190, 2.355, 1.949], [-1.331, 0.482, 0.553], [-0.806, 0.893, -0.991], [1.871, -0.733, 1.185], [0.467, -1.366, 1.966], [1.119, -2.409, 0.655], [-1.683, -1.189, -1.406], [-1.535, -1.892, 0.190], [-0.426, -2.551, -1.318], [1.768, -1.672, -1.939]],
  "forces_ev_per_a": [[1.542, 0.065, -3.147], [0.328, 0.130, 0.383], [0.481, -0.090, -0.231], [0.773, -0.579, -3.748], [1.110, -0.089, -0.271], [2.141, 1.711, 1.314], [-1.458, 0.116, -1.971], [-0.003, 3.049, 0.612], [0.505, 2.073, -0.483], [-0.744, -1.717, 0.715], [-0.550, -4.820, -0.055], [-1.112, 2.799, 1.436], [0.925, 0.663, -0.876], [-0.179, 0.606, -0.460], [1.514, 1.272, 1.638], [-3.158, -1.508, 1.993], [-1.519, -0.596, 1.198], [0.644, 0.551, 1.307], [-1.478, -1.725, -0.929], [-0.689, -0.081, -1.122], [0.594, -0.242, 0.381], [1.618, -0.683, 0.857], [0.500, -0.891, -0.416], [-1.305, 0.829, 1.564], [-0.478, -0.845, 0.312]],
  "mulliken_charge": [-1.69, 1.02, -0.54, -1.51, 2.18, -1.57, -1.65, -1.37, 0.76, -0.33, 1.03, -0.48, -0.55, 0.36, 0.44, 0.48, 0.51, 0.41, 0.31, 0.33, 0.48, 0.32, 0.40, 0.38, 0.31],
  "smiles": "CC(=O)CC(C)(C)C=C=N[N+](=O)[O-]",
  "charge": 0,
  "e_lumo_ha": 0.0102
}

{
  "formula": "C8H12N2O3S",
  "method": "wB97M-V/def2-TZVPD",
  "species": ["C", "C", "C", "C", "C", "C", "C", "C", "N", "N", "O", "O", "O", "S", "H", "H", "H", "H", "H", "H", "H", "H", "H", "H", "H", "H"],
  "xyz": [[-0.096, 0.448, 2.405], [-0.620, 1.673, 2.239], [0.725, -0.515, -1.578], [1.648, 0.560, -1.001], [-0.724, -0.185, -1.148], [-0.600, 0.304, 0.292], [-1.276, 0.827, -2.070], [-0.163, -1.879, 1.501], [-0.275, -0.364, 1.349], [2.321, 0.382, 0.152], [2.996, 1.279, 0.783], [2.245, -0.758, 0.682], [-1.556, -1.427, -1.091], [-1.130, 1.888, 0.571], [0.295, -0.008, 3.238], [-0.641, 2.481, 2.910], [0.683, -0.509, -2.658], [1.040, -1.530, -1.227], [1.631, 1.623, -1.376], [-2.077, 0.489, -2.745], [-0.467, 1.415, -2.666], [-1.671, 1.729, -1.400], [0.109, -2.350, 0.582], [0.791, -2.066, 1.948], [-0.973, -2.226, 2.067], [-2.216, -1.283, -1.759]],
  "forces_ev_per_a": [[-1.516, 1.301, 0.478], [0.300, -0.117, -1.095], [0.586, -0.351, 0.957], [-0.234, 1.675, -0.420], [0.794, -3.140, 1.043], [-1.544, 0.418, -2.901], [-0.182, 4.448, 0.093], [2.154, 1.951, -0.736], [0.642, -2.383, -0.980], [0.385, 0.406, 0.592], [-1.070, -0.434, -1.474], [0.003, -0.957, 0.364], [1.026, 1.508, 0.023], [0.832, -0.044, 2.382], [0.872, -0.514, 1.993], [0.036, 0.684, 0.740], [0.467, -0.102, -0.382], [-0.295, 0.960, -0.257], [0.203, -1.433, 0.368], [0.363, 0.073, 0.291], [-1.278, -1.485, 0.807], [-0.018, -1.905, -2.098], [-1.094, -0.073, -0.979], [0.412, 0.331, 1.195], [-1.229, -0.563, 0.360], [-0.615, -0.256, -0.362]],
  "mulliken_charge": [-0.44, -0.51, -1.00, -0.81, 0.93, 0.35, -1.15, -1.16, 0.24, 0.98, -0.76, -0.68, -0.50, -0.17, 0.55, 0.51, 0.45, 0.29, 0.36, 0.35, 0.33, 0.22, 0.36, 0.48, 0.38, 0.38],
  "charge": 0,
  "e_lumo_ha": -0.0059
}

{
  "formula": "C8H12N2OS",
  "method": "wB97M-V/def2-TZVPD",
  "species": ["C", "C", "C", "C", "O", "C", "S", "N", "C", "C", "N", "C", "H", "H", "H", "H", "H", "H", "H", "H", "H", "H", "H", "H"],
  "xyz": [[3.908, -0.030, -0.932], [2.881, -0.266, 0.076], [1.430, 0.075, -0.234], [0.730, -0.100, 1.168], [-0.611, -0.322, 0.807], [-1.374, 0.707, 0.425], [-0.764, 2.280, 0.292], [-2.529, 0.235, -0.055], [-3.104, -1.012, 0.097], [-4.442, -0.923, -0.086], [-4.749, 0.330, -0.525], [-3.629, 1.050, -0.448], [4.776, 0.466, -0.437], [3.813, 0.829, -1.642], [4.141, -0.959, -1.442], [3.384, 0.513, 0.921], [3.008, -1.280, 0.642], [1.425, 0.992, -0.809], [0.925, -0.674, -0.892], [1.000, 0.736, 1.931], [1.090, -1.129, 1.552], [-2.572, -1.997, 0.365], [-5.202, -1.682, -0.107], [-3.531, 2.161, -0.668]],
  "forces_ev_per_a": [[2.423, 1.239, -1.620], [1.029, 1.206, 4.199], [1.051, -1.606, 1.150], [1.998, 0.009, -0.919], [-1.958, 0.520, 1.367], [3.631, 1.211, -0.355], [-1.368, -1.309, 0.424], [-3.604, 0.741, -0.751], [0.782, -3.751, 1.555], [0.893, 0.068, -1.101], [1.444, 2.790, 0.326], [-1.279, 0.028, -0.426], [0.147, -1.455, -0.228], [-1.159, -0.961, 0.050], [0.551, 0.238, -0.497], [-2.474, -1.797, -1.340], [-0.248, 1.580, -1.370], [-0.416, 0.476, 0.660], [0.651, 0.246, 0.403], [-1.070, -1.386, -1.377], [-0.692, 1.790, -0.363], [-0.509, 2.279, -0.388], [0.153, -0.256, 0.207], [0.025, -1.900, 0.394]],
  "mulliken_charge": [-1.20, -0.35, -0.23, -0.64, -0.28, 0.43, -0.29, 0.15, -0.11, -0.44, -0.55, -0.04, 0.33, 0.32, 0.28, 0.14, 0.23, 0.41, 0.25, 0.28, 0.34, 0.29, 0.38, 0.30],
  "smiles": "CCCCOC(=S)n1ccnc1",
  "charge": 0,
  "e_lumo_ha": -0.0084
}

{
  "formula": "C8H12N2PTc",
  "method": "wB97M-V/def2-TZVPD",
  "species": ["C", "C", "C", "C", "C", "Tc", "P", "H", "H", "H", "H", "H", "H", "H", "H", "N", "C", "C", "C", "N", "H", "H", "H", "H"],
  "xyz": [[0.417, 0.187, -1.709], [-0.880, -0.547, -1.625], [-0.661, -1.851, -1.059], [0.771, -2.071, -0.940], [1.488, -0.826, -1.240], [0.839, 0.633, 0.400], [-0.532, 2.350, 0.010], [0.610, 0.949, -2.476], [-1.824, -0.121, -1.881], [-1.436, -2.446, -0.609], [2.510, -0.822, -1.626], [1.246, -2.932, -0.499], [-1.622, 2.525, 0.934], [-1.085, 2.654, -1.275], [0.375, 3.448, 0.258], [-0.464, -1.986, 1.918], [-0.656, -2.216, 3.247], [-0.793, -0.982, 3.841], [-0.683, -0.034, 2.802], [-0.315, -0.633, 1.638], [-0.408, -2.776, 1.273], [-0.607, -3.214, 3.667], [-0.905, -0.767, 4.879], [-0.783, 1.043, 2.869]],
  "forces_ev_per_a": [[1.057, -2.321, -0.156], [2.295, -1.388, 1.616], [1.202, 2.414, -0.978], [-0.437, 3.176, 0.534], [-2.387, -0.598, -2.051], [0.531, -1.884, -1.491], [-0.299, 1.033, 0.366], [-0.015, -0.395, 0.423], [-0.515, 0.143, -0.008], [-0.172, -0.386, -0.519], [-0.243, 0.245, 0.475], [0.055, -0.246, -0.138], [0.342, 0.416, -0.672], [0.194, -0.079, 0.727], [-0.916, -0.129, -0.090], [0.981, 0.053, 0.992], [0.097, 1.003, -0.664], [-0.061, 0.229, -0.294], [0.953, -1.120, -0.065], [-2.626, -1.316, 2.171], [0.404, 1.147, -0.232], [-0.317, 0.178, -0.195], [-0.240, 0.008, 0.322], [0.116, -0.182, -0.071]],
  "mulliken_charge": [-0.48, 0.10, -0.74, -0.28, -0.88, 0.34, -0.08, 0.52, 0.50, 0.45, 0.50, 0.42, 0.12, 0.17, 0.13, -0.14, -0.11, -0.86, -0.11, 0.03, 0.21, 0.43, 0.40, 0.36],
  "spin_multiplicity": 4,
  "s_squared": 3.779,
  "charge": 1,
  "e_lumo_ha": [-0.1666, -0.1574]
}

Let's list energy relative to the best compared isomer or geometry (same formula, charge and spin) in order: 210.4; 152.5; 170.5; 122.9; 79.8; 0.0 kcal per mole.